{"formula": "C20H32KN2O9S5", "method": "ωB97M-V with the def2-TZVPD basis set", "species": ["K", "C", "N", "C", "C", "O", "C", "O", "C", "C", "O", "N", "C", "C", "H", "H", "H", "H", "H", "H", "H", "H", "H", "H", "H", "H", "H", "H", "H", "H", "C", "C", "S", "C", "C", "S", "C", "C", "S", "H", "H", "H", "H", "H", "H", "H", "H", "H", "H", "H", "H", "O", "S", "O", "O", "C", "C", "C", "C", "C", "C", "S", "O", "O", "O", "H", "H", "H", "H"], "xyz": [[0.36, -0.04, -0.24], [-3.57, 1.09, -2.25], [-3.54, 1.00, -0.79], [-4.49, 0.06, -0.20], [-2.40, 1.37, -0.17], [-1.51, 1.99, -0.73], [-2.27, 0.93, 1.29], [-0.98, 1.28, 1.76], [-0.55, 0.44, 2.81], [0.96, 0.36, 2.80], [1.64, 1.01, 2.01], [1.50, -0.50, 3.69], [0.71, -1.36, 4.57], [2.89, -0.90, 3.52], [-3.04, 1.98, -2.56], [-4.60, 1.13, -2.58], [-3.09, 0.20, -2.69], [-5.45, 0.18, -0.69], [-4.63, 0.28, 0.86], [-4.13, -0.96, -0.32], [-2.40, -0.16, 1.31], [-3.05, 1.40, 1.90], [-0.93, -0.58, 2.66], [-0.91, 0.83, 3.77], [-0.20, -0.86, 4.89], [1.31, -1.57, 5.46], [0.46, -2.30, 4.09], [3.42, -0.14, 2.96], [2.93, -1.85, 2.97], [3.35, -1.03, 4.50], [2.98, 4.18, -3.25], [3.40, 2.72, -3.24], [2.58, 1.64, -2.05], [3.33, 2.15, -0.48], [2.84, 3.44, 0.17], [1.04, 3.57, 0.33], [0.59, 4.70, -1.02], [0.25, 4.06, -2.38], [1.29, 4.56, -3.77], [3.60, 4.71, -3.99], [3.19, 4.65, -2.29], [4.48, 2.65, -3.07], [3.19, 2.27, -4.22], [4.42, 2.17, -0.59], [3.10, 1.33, 0.20], [3.22, 4.33, -0.33], [3.23, 3.46, 1.19], [1.36, 5.46, -1.12], [-0.30, 5.21, -0.64], [-0.75, 4.37, -2.69], [0.22, 2.98, -2.29], [-0.09, -1.87, -2.24], [-1.39, -2.34, -1.76], [-2.39, -2.49, -2.80], [-1.86, -1.55, -0.62], [-1.10, -4.00, -1.10], [-1.44, -5.02, -1.98], [-1.26, -6.35, -1.66], [-0.72, -6.68, -0.43], [-0.38, -5.67, 0.46], [-0.56, -4.33, 0.16], [-0.06, -3.20, 1.50], [0.53, -4.09, 2.50], [0.92, -2.28, 0.94], [-1.27, -2.54, 1.99], [-1.87, -4.73, -2.93], [-1.53, -7.12, -2.37], [-0.56, -7.72, -0.15], [0.03, -5.92, 1.43]], "mulliken_charge": [1.19, -0.90, 0.12, -0.96, 0.45, -0.54, -0.72, -0.04, -0.45, 0.50, -0.53, 0.12, -0.78, -1.05, 0.24, 0.35, 0.23, 0.33, 0.33, 0.26, 0.57, 0.30, 0.34, 0.26, 0.27, 0.34, 0.19, 0.27, 0.29, 0.38, -0.40, -0.82, -0.04, -0.30, -1.13, 0.15, -1.04, -0.08, -0.17, 0.39, 0.06, 0.38, 0.35, 0.51, -0.10, 0.62, 0.49, 0.58, 0.37, 0.32, 0.00, -0.83, 1.15, -0.81, -0.21, -0.28, -0.69, -0.58, -0.59, -0.43, -0.37, 1.83, -0.82, -0.81, -0.76, 0.47, 0.37, 0.37, 0.51], "orbital_gap_ha": 0.2958, "charge": -1, "mol_weight_g_mol": 643.9, "homo_energy_ev": -5.97, "de_lowest_ev": 0.067}